[1]
Here is an isolated molecule of C21H24Cl3N3O3S in a non-equilibrium geometry from the OMol25 dataset. Energies are from the ωB97M-V functional and the def2-TZVPD basis.

Last column: Mulliken charge in e.
CARTESIAN COORDINATES (ANGSTROEM)
Cl (7.82, 1.01, -0.88)  -0.22
Cl (4.55, -3.21, -0.61)  -0.22
Cl (2.08, 1.93, -0.78)  -0.16
S (-3.98, 1.09, 0.58)  1.52
O (1.43, 0.48, 2.49)  -0.66
O (-4.09, 0.11, 1.63)  -0.68
O (-4.59, 2.37, 0.77)  -0.77
N (-6.61, -1.37, -0.98)  -0.03
N (-4.48, 0.51, -0.91)  0.16
N (1.74, -0.97, 0.79)  0.29
C (-2.24, 1.32, 0.21)  -0.66
C (-1.89, 2.23, -0.77)  -0.36
C (6.42, 0.26, -0.21)  0.44
C (4.16, -0.97, 0.87)  0.32
C (-0.56, 2.42, -1.08)  -0.82
C (4.54, 0.32, 1.26)  -0.06
C (-6.87, 0.02, -0.65)  -0.47
C (2.90, -1.56, 1.44)  -1.89
C (-5.31, -1.77, -0.46)  -0.60
C (0.06, 0.77, 0.59)  -0.91
C (-4.23, -0.91, -1.11)  -0.97
C (4.95, -1.62, -0.07)  0.73
C (-7.69, -2.28, -0.66)  -0.72
C (-8.05, -2.42, 0.82)  -1.03
C (1.44, -1.43, -0.54)  -0.91
C (1.14, 0.08, 1.38)  0.46
C (-1.28, 0.60, 0.90)  0.22
C (5.65, 0.94, 0.73)  -0.98
C (-5.81, 0.89, -1.33)  -1.22
C (0.41, 1.69, -0.40)  0.99
C (6.08, -1.02, -0.61)  -0.79
H (-0.26, 3.14, -1.83)  0.46
H (2.82, -1.32, 2.50)  0.44
H (0.46, -1.09, -0.85)  0.34
H (5.92, 1.94, 1.03)  0.44
H (6.68, -1.54, -1.34)  0.43
H (2.87, -2.64, 1.29)  0.65
H (3.93, 0.84, 1.98)  0.48
H (-8.37, -1.47, 1.23)  0.28
H (1.47, -2.52, -0.56)  0.32
H (-8.57, -1.94, -1.22)  0.39
H (-3.25, -1.13, -0.67)  0.26
H (-5.87, 0.78, -2.41)  0.39
H (2.18, -1.06, -1.26)  0.30
H (-6.82, 0.20, 0.44)  0.32
H (-7.20, -2.78, 1.39)  0.29
H (-5.24, -1.66, 0.63)  0.35
H (-7.41, -3.26, -1.06)  0.39
H (-4.19, -1.09, -2.18)  0.47
H (-7.86, 0.29, -1.01)  0.52
H (-5.14, -2.82, -0.72)  0.49
H (-8.86, -3.14, 0.93)  0.41
H (-2.67, 2.78, -1.27)  0.47
H (-5.95, 1.94, -1.05)  0.50
H (-1.59, -0.08, 1.67)  0.63

The HOMO energy is -8.581 eV. The orbital gap comes out at 8.84 eV. For the molar mass, the calculation gives 504.9 g mol⁻¹. As for the charge: 0.



[2]
Here is a structure of composition C21H24ClIMgNOSb2 from the OMol25 dataset. Energies are from the ωB97M-V functional and the def2-TZVPD basis.

Last column: Mulliken charge in e.
CARTESIAN COORDINATES (ANGSTROEM)
I (5.75, -0.87, -0.22)  0.08
Sb (1.30, 1.14, 1.62)  0.53
Sb (-0.82, 2.28, -1.86)  0.66
Cl (3.35, -5.97, -1.03)  -0.24
Mg (0.96, 0.38, -1.05)  0.78
O (2.75, -0.11, -1.01)  -0.89
N (0.57, -1.64, -1.44)  -0.43
C (-0.42, 4.09, -2.89)  -1.16
C (-3.47, -0.19, 2.19)  -0.69
C (-1.68, 3.03, -0.03)  -1.51
C (4.11, -2.05, -0.71)  -0.42
C (-2.52, 1.61, -2.93)  -1.37
C (-1.68, 1.44, 1.98)  0.66
C (-2.26, 1.91, 0.79)  0.74
C (-0.43, 2.02, 2.57)  -1.65
C (0.72, -4.41, -1.53)  -0.73
C (1.89, -3.67, -1.26)  0.25
C (1.78, -2.27, -1.24)  0.49
C (3.16, -4.25, -1.01)  0.45
C (-0.50, -2.37, -1.68)  -0.06
C (4.23, -3.45, -0.72)  -0.44
C (0.91, -0.89, 2.21)  -1.40
C (-3.46, 1.34, 0.36)  -0.42
C (2.86, 1.50, 3.01)  -1.16
C (-4.07, 0.30, 1.04)  -0.90
C (2.92, -1.42, -1.00)  0.83
C (-2.30, 0.38, 2.65)  -0.63
C (-0.47, -3.77, -1.74)  -0.86
H (-2.20, 1.35, -3.94)  0.43
H (-3.93, -1.00, 2.75)  0.43
H (0.44, 4.59, -2.45)  0.38
H (0.77, -5.49, -1.56)  0.44
H (3.74, 0.95, 2.66)  0.34
H (-0.36, 1.80, 3.64)  0.59
H (-3.27, 2.41, -2.99)  0.41
H (-1.43, -1.84, -1.82)  0.45
H (-5.00, -0.11, 0.69)  0.45
H (2.54, 1.12, 3.98)  0.39
H (1.71, -1.53, 1.83)  0.41
H (-0.04, -1.23, 1.80)  0.34
H (-0.89, 3.58, 0.48)  0.41
H (5.19, -3.91, -0.51)  0.42
H (-2.44, 3.74, -0.34)  0.64
H (-0.36, 3.10, 2.45)  0.59
H (-1.30, 4.73, -2.80)  0.36
H (-3.94, 1.75, -0.52)  0.58
H (-1.85, 0.02, 3.57)  0.40
H (0.88, -0.96, 3.29)  0.51
H (-0.22, 3.88, -3.94)  0.36
H (-2.95, 0.74, -2.45)  0.37
H (-1.37, -4.32, -1.95)  0.43
H (3.10, 2.55, 3.06)  0.35

The HOMO energy is -10.299 eV. For the energy relative to the best compared isomer or geometry (same formula, charge and spin), the calculation gives 0.000 eV. The orbital gap comes out at 7.21 eV. For the molar mass, the calculation gives 736.6 g mol⁻¹. As for the charge: +1.



[3]
Here is a structure of composition C21H24ClMnNO5SSe3Te from the OMol25 dataset. Energies are from the ωB97M-V functional and the def2-TZVPD basis.

Last column: Mulliken spin population.
CARTESIAN COORDINATES (ANGSTROEM)
Te (3.66, 0.36, 4.93)  0.43
Se (4.34, -0.67, 1.44)  0.09
Se (1.75, 0.90, 3.51)  0.18
Se (5.43, 0.29, 3.22)  0.21
Mn (2.05, 0.10, 1.30)  2.17
Cl (3.30, -3.62, -1.21)  0.00
S (1.97, 2.88, -0.18)  0.00
O (0.11, 0.42, 1.10)  -0.04
O (2.71, 1.80, 0.64)  0.01
O (2.05, -0.70, -0.54)  -0.02
O (1.53, -1.83, 1.22)  -0.02
O (-0.02, 2.59, 1.57)  0.00
N (-2.07, -0.93, 0.36)  0.00
C (1.65, -3.05, -0.85)  0.00
C (-1.66, -3.60, 0.96)  0.00
C (-2.73, 2.65, 1.04)  0.00
C (-1.86, -3.17, -0.47)  0.00
C (-2.11, -1.82, -0.73)  0.00
C (-4.67, 1.64, 0.10)  0.00
C (3.33, 3.45, -1.22)  0.00
C (-4.05, 2.76, 0.65)  0.00
C (-2.00, 1.46, 0.88)  0.00
C (-2.66, 0.33, 0.37)  0.00
C (3.23, 5.21, 0.43)  0.00
C (1.73, -1.81, -0.02)  -0.03
C (4.21, 4.29, -0.30)  0.00
C (-2.38, -1.38, -2.03)  0.00
C (-0.54, 1.52, 1.22)  0.01
C (2.06, 4.34, 0.89)  0.01
C (-2.12, -3.63, -2.82)  0.00
C (-4.00, 0.45, -0.03)  0.00
C (-1.60, -5.55, -1.30)  0.00
C (-2.39, -2.30, -3.07)  0.00
C (-1.86, -4.08, -1.53)  0.00
H (-2.59, -1.96, -4.07)  0.00
H (-4.58, 3.69, 0.78)  0.00
H (-2.20, 3.50, 1.45)  0.00
H (4.97, 4.84, -0.85)  0.00
H (-2.11, -4.34, -3.64)  0.00
H (4.72, 3.62, 0.41)  0.00
H (-1.54, -6.08, -2.26)  0.00
H (2.89, 4.04, -2.02)  0.00
H (-5.71, 1.70, -0.22)  0.00
H (-0.67, -5.73, -0.76)  0.00
H (1.14, -3.84, -0.29)  0.00
H (2.20, 3.90, 1.88)  0.00
H (1.09, 4.83, 0.87)  0.00
H (-1.56, -4.68, 1.05)  0.00
H (-4.50, -0.43, -0.42)  0.00
H (-1.22, -0.97, 0.90)  0.00
H (1.15, -2.85, -1.79)  0.00
H (-2.52, -3.29, 1.57)  0.00
H (-2.57, -0.34, -2.21)  0.00
H (-2.40, -6.01, -0.72)  0.00
H (3.69, 5.72, 1.28)  0.00
H (-0.78, -3.15, 1.42)  0.00
H (2.88, 5.97, -0.26)  0.00
H (3.79, 2.56, -1.63)  0.00

The expectation value of S² is 3.794. The HOMO energy (alpha / beta) is -7.442 / -7.444 eV. For the energy relative to the best compared isomer or geometry (same formula, charge and spin), the calculation gives 0.313 eV. The orbital gap (alpha / beta) comes out at 6.68 / 4.88 eV. For the molar mass, the calculation gives 857.4 g mol⁻¹. As for the spin multiplicity: 4. As for the charge: 0.



[4]
Here is an isolated molecule of C21H24F3N3O2 from the OMol25 dataset. Energies are from the ωB97M-V functional and the def2-TZVPD basis.

Last column: Mulliken charge in e.
CARTESIAN COORDINATES (ANGSTROEM)
F (-8.24, 1.89, 0.51)  -0.27
F (-9.68, 0.34, 0.13)  -0.28
F (-8.57, 0.36, 1.98)  -0.25
O (-2.48, -1.80, -1.18)  -0.63
O (1.50, -2.73, 1.25)  -0.65
N (2.12, -0.55, 0.92)  0.03
N (4.68, -1.12, 1.05)  -0.30
N (-3.73, -0.18, -0.17)  -0.13
C (-2.55, -0.75, -0.59)  0.54
C (5.26, 1.83, 0.11)  -0.13
C (4.94, -1.43, -0.35)  -0.54
C (-5.34, -1.79, -1.06)  -0.62
C (-8.46, 0.57, 0.65)  0.94
C (-0.21, -0.63, 0.18)  -0.29
C (-7.69, -1.42, -0.67)  -0.74
C (-0.18, 2.14, -0.01)  -1.05
C (0.95, 0.08, 0.50)  0.46
C (-1.34, 1.44, -0.32)  -0.58
C (-7.38, -0.26, 0.03)  -0.09
C (-6.66, -2.17, -1.21)  -0.66
C (0.95, 1.47, 0.41)  -0.61
C (-1.35, 0.06, -0.22)  0.20
C (-5.03, -0.62, -0.35)  0.72
C (2.33, -1.85, 1.24)  0.64
C (-6.06, 0.14, 0.19)  -0.53
C (3.78, -2.09, 1.67)  -0.86
C (4.65, 3.21, -0.11)  -1.48
C (5.23, 0.99, -1.16)  -0.43
C (5.85, -0.39, -1.01)  -0.93
H (4.03, -3.13, 1.43)  0.38
H (5.23, 3.77, -0.84)  0.41
H (5.56, -1.10, 1.55)  0.27
H (5.77, 1.54, -1.94)  0.45
H (6.12, -0.77, -2.00)  0.37
H (1.85, 2.02, 0.65)  0.51
H (6.78, -0.31, -0.43)  0.34
H (4.64, 3.78, 0.82)  0.36
H (4.19, 0.88, -1.50)  0.21
H (-2.21, 1.98, -0.67)  0.53
H (3.63, 3.13, -0.48)  0.31
H (6.30, 1.95, 0.44)  0.32
H (4.72, 1.31, 0.91)  0.17
H (-3.64, 0.67, 0.37)  0.21
H (-0.17, 3.22, -0.09)  0.41
H (-4.55, -2.38, -1.48)  0.56
H (5.40, -2.43, -0.46)  0.37
H (3.82, -1.97, 2.75)  0.38
H (-5.84, 1.04, 0.74)  0.36
H (-8.72, -1.72, -0.79)  0.45
H (2.95, 0.03, 0.98)  -0.14
H (-0.23, -1.70, 0.24)  0.61
H (-6.89, -3.07, -1.76)  0.39
H (3.98, -1.45, -0.87)  0.30

The HOMO energy is -8.770 eV. For the energy relative to the best compared isomer or geometry (same formula, charge and spin), the calculation gives 0.000 eV. The orbital gap comes out at 9.29 eV. For the molar mass, the calculation gives 407.4 g mol⁻¹. As for the charge: 0.